Record 1
A 9-piece molecular cluster, C3H24NO9S overall. Source: the Open Molecules 2025 dataset; level of theory: the ωB97M-V functional and the def2-TZVPD basis.

Cartesian coordinates (Å):
O (0.087, 0.897, 0.598)
C (0.423, 1.173, -0.518)
C (1.795, 0.783, -1.066)
C (2.807, 1.547, -0.174)
S (3.011, 0.823, 1.483)
N (1.991, -0.686, -0.959)
H (-0.144, 1.871, -1.156)
H (1.896, 1.083, -2.110)
H (2.367, 2.512, 0.098)
H (3.774, 1.814, -0.610)
H (3.916, -0.140, 1.172)
H (2.977, -0.905, -0.849)
H (1.635, -1.121, -1.821)
H (1.400, -1.067, -0.175)
H (-2.938, 1.220, 3.572)
H (-3.100, 0.807, 2.066)
O (-2.708, 0.549, 2.923)
H (-0.187, -2.186, -2.012)
H (-1.214, -0.996, -2.030)
O (-0.270, -1.241, -2.169)
H (-2.412, -2.556, -0.067)
H (-1.432, -1.654, 0.654)
O (-1.476, -2.321, -0.044)
H (-4.195, 2.451, 1.159)
H (-2.976, 2.120, 0.309)
O (-3.777, 1.728, 0.674)
H (-0.638, -1.763, 3.487)
H (-1.144, -0.373, 2.889)
O (-0.713, -1.231, 2.684)
H (0.810, -2.857, 1.350)
H (0.801, -1.354, 1.796)
O (1.268, -2.018, 1.229)
H (-0.183, 0.615, -3.456)
H (-0.330, 1.953, -4.267)
O (0.296, 1.331, -3.887)
H (-3.347, -1.221, -2.945)
H (-3.559, -0.260, -1.701)
O (-2.911, -0.702, -2.255)

Values from the calculation:
Electronic energy = -1258.1323 Ha
Energy above the lowest of the compared OMol25 structures with the same formula, charge and spin = 0.00 kcal/mol
LUMO energy (alpha / beta) = -7.219 / -12.223 eV
Kohn-Sham gap (alpha / beta) = 9.546 / 4.540 eV
Net charge = +2
Multiplicity = 2

***

Record 2
C3H7N3O as an isolated structure. Source: the Open Molecules 2025 dataset; level of theory: the ωB97M-V functional and the def2-TZVPD basis.

Cartesian coordinates (Å):
C (-1.252, -0.873, -0.965)
N (-0.104, 1.447, 1.356)
C (0.011, -0.155, -0.603)
C (-0.110, 0.109, 1.256)
O (1.090, 2.054, 1.203)
N (0.857, 0.439, -1.287)
N (0.856, -0.832, 1.012)
H (1.806, 1.406, 1.048)
H (0.824, 0.288, -2.287)
H (1.790, -0.450, 0.869)
H (-1.077, -0.284, 1.558)
H (-2.116, -0.284, -0.660)
H (-1.282, -1.030, -2.043)
H (-1.293, -1.835, -0.457)

Values from the calculation:
Electronic energy = -357.8258 Ha
Energy above the lowest of the compared OMol25 structures with the same formula, charge and spin = 140.63 kcal/mol
LUMO energy (alpha / beta) = -0.122 / -0.122 eV
Kohn-Sham gap (alpha / beta) = 7.950 / 7.951 eV
Net charge = 0

***

Record 3
A 2-piece molecular cluster, C5H13NO overall. Source: the Open Molecules 2025 dataset; level of theory: the ωB97M-V functional and the def2-TZVPD basis.

Cartesian coordinates (Å):
C (-0.984, -3.325, -1.298)
C (-0.250, -2.530, -0.518)
N (0.500, -1.453, -0.926)
H (-1.094, -3.126, -2.357)
H (-1.461, -4.192, -0.874)
H (-0.196, -2.694, 0.553)
H (0.444, -1.165, -1.887)
H (0.757, -0.759, -0.241)
C (-1.265, 1.661, 0.586)
C (0.191, 1.904, 0.948)
C (0.971, 2.513, -0.193)
O (0.827, 0.660, 1.276)
H (-1.804, 1.254, 1.442)
H (-1.338, 0.957, -0.236)
H (-1.770, 2.589, 0.325)
H (0.242, 2.568, 1.816)
H (0.525, 3.463, -0.490)
H (0.934, 1.866, -1.077)
H (2.018, 2.648, 0.056)
H (0.606, 0.422, 2.185)

Values from the calculation:
Electronic energy = -328.2754 Ha
Energy above the lowest of the compared OMol25 structures with the same formula, charge and spin = 27.27 kcal/mol
LUMO energy = 0.732 eV
SMILES = CC(C)O.C=CN
Kohn-Sham gap = 8.469 eV
Net charge = 0

***

Record 4
A 2-piece molecular cluster, C5H11O3 overall. Source: the Open Molecules 2025 dataset; level of theory: the ωB97M-V functional and the def2-TZVPD basis.

Cartesian coordinates (Å):
C (-1.460, 0.442, -1.469)
C (-0.106, 1.065, -1.514)
C (-1.675, -0.795, -2.398)
O (-1.775, 0.024, -0.170)
H (-2.204, 1.212, -1.770)
H (0.714, 0.578, -0.972)
H (-0.669, -1.173, -2.607)
H (-2.275, -1.576, -1.937)
H (-2.129, -0.478, -3.344)
H (-1.116, -0.359, 0.441)
H (-0.179, 2.005, -0.961)
H (0.260, 1.277, -2.522)
C (0.643, 0.877, 2.066)
C (1.398, -0.266, 1.415)
O (0.602, -1.193, 1.013)
O (2.625, -0.319, 1.258)
H (1.191, 1.837, 2.120)
H (0.324, 0.525, 3.051)
H (-0.276, 1.294, 1.630)

Values from the calculation:
Electronic energy = -422.8774 Ha
Energy above the lowest of the compared OMol25 structures with the same formula, charge and spin = 22.76 kcal/mol
LUMO energy = 3.818 eV
Kohn-Sham gap = 8.014 eV
Net charge = -1

***

Record 5
A 2-piece molecular cluster, CH2NO3P overall. Source: the Open Molecules 2025 dataset; level of theory: the ωB97M-V functional and the def2-TZVPD basis.

Cartesian coordinates (Å):
C (0.288, -0.811, 0.364)
N (-0.819, -0.845, 1.049)
O (4.065, 1.404, 0.132)
O (4.949, -0.764, -0.653)
O (1.153, -1.694, 0.293)
P (4.085, -0.082, 0.383)
H (0.480, 0.149, -0.260)
H (-1.350, 0.028, 0.935)

Values from the calculation:
Electronic energy = -661.1635 Ha
Energy above the lowest of the compared OMol25 structures with the same formula, charge and spin = 12.54 kcal/mol
LUMO energy = 7.478 eV
Kohn-Sham gap = 7.713 eV
Net charge = -2

***

Record 6
C16H29Cl2F6GaN2O6P as an isolated structure. Source: the Open Molecules 2025 dataset; level of theory: the ωB97M-V functional and the def2-TZVPD basis.

Cartesian coordinates (Å):
C (7.733, -2.431, -0.067)
C (6.178, -2.674, 0.084)
Cl (5.143, -2.402, -1.404)
C (5.581, -3.051, 1.310)
Cl (6.622, -3.300, 2.819)
Ga (3.515, -3.297, 1.456)
O (3.054, -4.631, 2.759)
C (2.306, -5.661, 2.075)
C (0.729, -5.409, 2.049)
N (0.244, -4.696, 0.818)
C (-0.025, -3.260, 1.063)
C (-1.476, -2.761, 0.636)
C (-2.511, -2.729, 1.879)
O (-2.033, -3.430, -0.518)
P (2.613, -1.247, 2.271)
N (2.133, -0.303, 1.038)
H (8.335, -2.681, 0.857)
H (8.189, -2.977, -0.949)
H (7.868, -1.310, -0.266)
H (2.911, -3.664, 0.007)
H (2.462, -6.620, 2.692)
H (2.748, -5.885, 1.048)
H (0.389, -4.933, 3.022)
H (0.246, -6.451, 2.016)
H (-0.593, -5.215, 0.538)
H (0.107, -2.976, 2.168)
H (0.760, -2.629, 0.511)
H (-1.357, -1.659, 0.337)
H (-3.474, -3.269, 1.616)
H (-2.811, -1.639, 2.068)
H (-2.031, -3.092, 2.837)
H (-1.851, -2.883, -1.300)
H (1.518, -1.602, 3.128)
H (3.582, -0.573, 3.112)
H (2.672, 0.576, 1.149)
C (-0.296, 1.510, 0.044)
C (0.340, 2.877, 0.183)
O (-0.667, 3.897, 0.333)
C (-1.150, 4.070, 1.574)
O (-0.802, 3.441, 2.534)
C (-2.165, 5.209, 1.592)
F (-3.024, 5.152, 0.554)
F (-1.567, 6.415, 1.526)
F (-2.916, 5.218, 2.704)
H (-1.022, 1.505, -0.776)
H (0.463, 0.750, -0.150)
H (-0.838, 1.234, 0.951)
H (0.894, 3.118, -0.727)
H (1.051, 2.906, 1.011)
C (-5.339, 6.110, -3.242)
C (-4.401, 5.108, -2.599)
O (-4.237, 3.957, -3.442)
C (-3.332, 4.075, -4.429)
O (-2.679, 5.061, -4.636)
C (-3.223, 2.768, -5.210)
F (-4.428, 2.233, -5.485)
F (-2.536, 1.836, -4.526)
F (-2.598, 2.922, -6.386)
H (-6.292, 5.637, -3.494)
H (-5.528, 6.948, -2.568)
H (-4.921, 6.500, -4.172)
H (-4.831, 4.751, -1.662)
H (-3.435, 5.557, -2.360)

Values from the calculation:
Electronic energy = -4973.7017 Ha
LUMO energy = 2.020 eV
Kohn-Sham gap = 6.466 eV
Net charge = -1

***

Ordered max |F| results: 1.32; 3.05; 0.49; 2.87; 1.63; 3.40; unit eV/A.